Record 1
The following is a quantum chemistry calculation of a molecular structure, C17H8Cl5MoN, from the Open Molecules 2025 dataset.

**Total charge**: +2
**Spin multiplicity**: 3
**HOMO-LUMO gap (alpha / beta)**: 5.405 / 6.685 eV

Structure (XYZ):
```
32
Properties=species:S:1:pos:R:3:forces:R:3:mulliken_charge:R:1
Mo -0.411 -0.279 1.229 -0.01 0.33 0.03 -0.7041
C -2.259 3.606 0.369 -0.07 -0.01 0.01 -0.7803
C -1.128 4.357 0.068 0.01 0.04 0.00 -0.3242
C 0.099 3.728 -0.063 -0.16 0.00 -0.13 -0.7381
C 0.162 2.357 0.100 0.78 0.06 -0.11 1.4782
N -0.921 1.642 0.462 -0.58 -0.39 0.21 -0.3904
C -2.119 2.254 0.577 0.05 -0.05 0.04 -0.0826
C 1.372 1.531 -0.084 -0.15 -0.17 -0.08 0.5931
C 2.571 1.995 -0.586 0.10 0.03 0.06 -0.6961
C 3.632 1.110 -0.758 0.00 -0.02 0.00 -0.5654
C 3.523 -0.244 -0.432 0.00 0.04 -0.01 -0.9120
C 2.334 -0.730 0.072 -0.05 0.07 0.02 -0.0525
C 1.251 0.149 0.254 0.01 0.00 0.03 0.9035
H -3.234 4.063 0.459 0.00 0.01 0.00 0.4327
H -1.209 5.427 -0.068 0.01 0.00 0.00 0.4731
H 0.988 4.292 -0.305 -0.01 0.00 -0.01 0.4117
H -2.964 1.631 0.842 0.00 -0.02 0.00 0.4447
H 2.705 3.034 -0.858 -0.02 0.00 0.00 0.3515
H 4.564 1.483 -1.163 0.00 -0.01 0.00 0.4287
H 4.364 -0.906 -0.585 0.00 0.00 0.00 0.4333
H 2.232 -1.781 0.313 0.02 -0.01 0.00 0.4057
Cl -1.906 -1.062 -2.066 0.02 -0.02 0.05 -0.1248
C -1.625 -2.286 -0.907 -0.09 0.03 -0.09 0.6399
C -1.069 -1.936 0.325 0.15 0.24 -0.04 -0.9208
C -0.810 -2.942 1.249 0.11 0.17 0.15 1.4693
Cl -0.017 -2.295 2.722 -0.15 -0.28 -0.24 -0.0987
C -1.087 -4.268 1.061 0.02 -0.06 0.11 -0.3948
Cl -0.735 -5.428 2.252 -0.01 0.00 -0.02 -0.1221
C -1.676 -4.601 -0.181 0.01 0.04 -0.02 0.7766
Cl -2.055 -6.214 -0.489 -0.01 -0.04 0.00 -0.0697
C -1.939 -3.619 -1.162 0.00 0.02 0.02 -0.1567
Cl -2.634 -4.066 -2.646 0.00 0.00 -0.01 -0.1090
```
Positions in Å, forces in eV/Å.


Record 2
The following is a quantum chemistry calculation of a molecular structure, C29H24AuFN6O5, from the Open Molecules 2025 dataset.

**Total charge**: +2
**HOMO-LUMO gap**: 6.005 eV

Structure (XYZ):
```
66
Properties=species:S:1:pos:R:3:forces:R:3:mulliken_charge:R:1
Au -0.416 -1.944 0.793 -0.74 0.18 0.10 1.1510
C -2.442 5.394 -0.990 -0.01 -0.01 0.00 -1.3720
C -1.615 5.236 0.278 -0.02 0.04 0.00 -0.2439
C -0.559 6.315 0.463 0.02 -0.01 0.01 -1.0607
C 0.449 6.274 -0.676 0.01 0.00 0.00 -1.0961
C 0.967 4.876 -0.894 -0.02 0.01 0.01 0.9606
C 2.149 4.667 -1.570 0.02 -0.01 0.01 -0.6718
C 2.646 3.380 -1.748 0.00 0.00 0.00 -0.0090
F 3.796 3.230 -2.413 -0.02 -0.01 0.01 -0.3377
C 2.004 2.280 -1.252 0.01 0.00 -0.02 -1.0383
C 0.805 2.463 -0.556 -0.06 -0.09 0.02 0.5197
C 0.131 1.290 0.010 -0.09 0.32 0.08 1.1164
O 0.583 0.142 -0.176 0.14 0.26 -0.26 -0.7102
C -1.055 1.582 0.763 0.08 -0.14 -0.05 0.4421
C -1.550 2.865 0.811 -0.01 0.10 -0.11 -0.2490
N -0.942 3.913 0.273 0.02 -0.06 0.01 0.0564
C 0.276 3.752 -0.395 0.01 0.05 0.00 -0.3277
C -1.822 0.527 1.452 -0.12 -0.21 -0.32 -0.1022
O -3.015 0.546 1.622 0.05 0.17 0.08 -0.5609
O -1.075 -0.492 1.954 0.39 -0.33 0.28 -0.6030
H -2.906 6.380 -1.011 0.00 0.00 0.01 0.3833
H -3.234 4.646 -1.031 0.00 0.00 0.00 0.3844
H -1.828 5.286 -1.884 0.00 0.00 0.00 0.3835
H -2.276 5.227 1.145 0.02 0.00 0.01 0.5173
H -0.051 6.155 1.416 -0.01 0.01 0.00 0.3528
H -1.047 7.288 0.514 -0.01 0.00 -0.01 0.4260
H 1.288 6.936 -0.461 0.00 0.00 -0.01 0.5112
H -0.003 6.643 -1.600 0.00 0.00 0.00 0.3683
H 2.714 5.504 -1.962 0.00 0.00 0.00 0.5660
H 2.398 1.284 -1.392 0.01 0.01 0.00 0.6140
H -2.491 3.063 1.310 0.00 -0.02 0.02 0.4853
O 4.308 -6.735 -1.225 0.00 0.09 -0.16 -0.5884
N 4.805 -5.742 -0.737 0.01 -0.25 0.51 1.0268
O 5.982 -5.551 -0.571 -0.02 0.09 -0.20 -0.5764
C 3.875 -4.711 -0.194 -0.03 0.04 -0.18 -0.5778
C 4.433 -3.779 0.603 0.06 0.05 0.02 -0.7156
C 3.640 -2.751 1.206 0.02 -0.02 0.02 0.7073
C 4.142 -1.746 2.058 0.03 -0.03 -0.04 -0.4753
C 3.287 -0.804 2.572 -0.03 0.03 0.02 -1.0570
C 1.926 -0.854 2.254 -0.02 -0.10 0.07 0.1244
N 1.455 -1.811 1.476 0.19 -0.17 0.03 -0.2091
C 2.282 -2.740 0.932 -0.09 0.07 -0.06 0.3561
C 1.701 -3.699 0.047 -0.06 0.03 0.17 0.6776
N 0.362 -3.561 -0.183 0.27 0.05 0.20 -0.6148
C -0.273 -4.445 -0.930 -0.01 0.03 -0.08 0.2137
C 0.412 -5.508 -1.515 -0.05 0.02 -0.04 -0.9975
C 1.764 -5.648 -1.330 0.06 0.01 -0.01 -0.2985
C 2.462 -4.726 -0.514 0.01 -0.01 -0.03 0.3592
H 5.499 -3.820 0.784 -0.01 0.00 0.01 0.6058
H 5.199 -1.719 2.294 0.00 -0.01 0.01 0.5130
H 3.643 -0.019 3.222 0.00 0.00 0.00 0.4766
H 1.201 -0.144 2.631 0.00 0.01 -0.02 0.5119
H -1.333 -4.299 -1.072 -0.01 0.01 -0.01 0.1968
H -0.134 -6.214 -2.124 0.00 0.01 -0.01 0.4459
H 2.294 -6.462 -1.797 0.00 0.00 0.02 0.6074
C -5.278 -3.467 -0.936 -0.01 0.01 0.00 -0.8559
N -4.672 -2.496 -0.013 -0.02 0.06 -0.10 -0.0679
C -5.561 -1.608 0.770 0.02 -0.01 -0.02 -0.8092
C -3.406 -2.296 0.021 -0.04 0.17 0.36 0.6015
N -2.278 -2.036 0.098 0.05 -0.39 -0.38 -0.3523
H -5.848 -2.937 -1.697 -0.01 0.00 0.00 0.3327
H -5.940 -4.120 -0.370 0.01 -0.01 0.00 0.3377
H -4.503 -4.060 -1.414 0.00 0.00 0.01 0.3003
H -6.151 -1.005 0.082 0.00 0.00 0.00 0.3410
H -4.958 -0.963 1.404 0.00 0.00 0.00 0.2843
H -6.216 -2.231 1.376 0.00 0.01 0.02 0.3198
```
Positions in Å, forces in eV/Å.


Record 3
The following is a quantum chemistry calculation of a gas-phase ion, C3H6N2P (charge +1) in a non-equilibrium geometry, from the Open Molecules 2025 dataset.

**Total charge**: +1
**SMILES**: C/[NH+]=N/C=C=P
**HOMO-LUMO gap**: 8.880 eV

Structure (XYZ):
```
12
Properties=species:S:1:pos:R:3:forces:R:3:mulliken_charge:R:1
C 1.157 -1.256 1.624 -1.87 0.99 2.70 -0.7241
N 0.830 -0.200 0.691 5.37 4.38 -0.51 0.2489
N -0.115 -0.176 -0.058 -2.19 -2.00 -0.48 -0.2907
C -0.426 0.891 -0.834 3.12 1.79 0.85 0.2356
C -1.489 0.915 -1.597 -2.21 0.19 0.06 -0.2132
P -2.984 1.018 -2.266 0.61 0.44 1.62 -0.0034
H 0.262 -1.849 1.577 0.18 -1.21 -0.16 0.3614
H 2.131 -1.739 1.716 -0.10 0.24 -1.20 0.2987
H 1.013 -0.763 2.634 0.36 -0.33 -0.87 0.3240
H 1.601 0.755 0.624 -2.49 -3.11 0.44 0.3541
H 0.341 1.737 -0.728 -1.25 -0.72 -0.47 0.3140
H -2.320 0.668 -3.383 0.48 -0.68 -1.99 0.0948
```
Positions in Å, forces in eV/Å.


Computed values of relative energy (zero: lowest compared OMol25 entry of this formula, charge and spin) (unit: eV) for the preceding records, in sequence: 0.000 0.368 2.007.
Computed values of calculated total energy (unit: hartree) for the preceding records, in sequence: -3075.8539 -2059.2031 -568.3492.